Here is the molecule C6H13NS in a non-equilibrium geometry from OMol25. Energies are from ωB97M-V/def2-TZVPD.

Positions of all 21 atoms, in Å:
C 0.0317 2.1794 0.3444
C -0.3784 0.8276 -0.0526
C -1.8157 0.8069 -0.5804
C 0.3638 -0.2666 0.1468
C -0.0843 -1.6078 -0.4212
C 1.7139 -0.3451 0.7857
H -0.1461 2.8809 -0.4958
H 1.1222 2.2608 0.5758
H -0.5732 2.5832 1.1699
H -2.1419 -0.2631 -0.6834
H -1.7476 1.4318 -1.4962
H -2.5061 1.2987 0.0968
H -0.4841 -1.3387 -1.4130
H 0.7934 -2.2600 -0.5423
H -1.7578 -2.7345 -0.3142
H -0.7022 -3.0405 0.9212
H 1.8740 0.3999 1.6129
H 1.8734 -1.2802 1.3398
H 2.6687 1.0058 -0.8672
N -1.1265 -2.2955 0.3230
S 3.0231 -0.2430 -0.4502

## Properties
Energy relative to the best compared isomer or geometry (same formula, charge and spin) ... 100.4 kJ/mol
HOMO ... -8.46 eV
DFT total energy ... -689.3157 Eh
LUMO level ... 0.8923 eV
Multiplicity ... 1
SMILES ... CC(C)=C(CN)CS